Entry 1:
This record from the Open Molecules 2025 dataset describes a structure of composition C20H41AuN2OP3 at a distorted geometry. The level of theory is ωB97M-V/def2-TZVPD.

Cartesian coordinates (Å):
Au -0.99929 0.32506 1.77857
P -2.10045 -1.67137 1.57918
P 0.90374 -0.64608 2.80832
P 2.42772 -2.27204 -2.41289
H -0.95668 4.32671 -0.90144
C -1.25145 3.87941 -1.85680
C -2.39640 3.19435 -1.99478
H -3.16425 3.25695 -1.22260
C -3.82132 -1.41690 2.06504
C -1.67389 -3.00020 2.72038
C -1.94748 -2.05943 -0.16808
C 2.42438 0.25922 2.44286
C 0.61864 -0.37003 4.58555
C 1.27733 -2.42539 2.77412
C 2.28885 -2.69245 -4.13494
C 1.94971 -3.40569 -1.10397
C 3.48801 -0.87769 -1.98919
H -0.62272 4.09361 -2.73577
H -2.58973 2.64004 -2.92307
H -4.19887 -0.46018 1.68671
H -3.88447 -1.40335 3.16280
H -4.45930 -2.23293 1.69920
H -1.40798 -2.57373 3.69965
H -0.85763 -3.62093 2.33708
H -2.54054 -3.65070 2.87656
H -1.51194 -1.20875 -0.71789
H -2.93359 -2.29699 -0.58455
H -1.28172 -2.92308 -0.30587
H 3.27075 -0.12125 3.04822
H 2.26268 1.32804 2.67762
H 2.65906 0.16439 1.36624
H 1.52283 -0.62809 5.15900
H -0.22265 -0.99638 4.92527
H 0.36691 0.68612 4.76416
H 2.26702 -2.64166 3.20827
H 1.22788 -2.82420 1.74603
H 0.55799 -2.97685 3.40073
H 2.84365 -3.60140 -4.38470
H 2.65097 -1.83886 -4.71897
H 1.20739 -2.79852 -4.31163
H 1.47772 -4.31376 -1.50526
H 1.21888 -2.87532 -0.48140
H 2.78189 -3.70643 -0.44966
H 4.39098 -0.83640 -2.62409
H 3.82231 -0.89151 -0.93948
H 2.92093 0.05674 -2.12757
C 0.09378 0.59715 -2.75452
C 0.80452 1.71427 -2.24225
C 1.51641 2.45740 -3.18225
C 1.46486 2.03412 -4.52469
C 0.22420 1.50307 -4.93480
C -0.60148 0.96431 -3.94894
O 0.08836 -0.62192 -2.30976
H 1.16182 -1.48502 -2.57601
H 0.50781 2.03910 -1.25041
H 2.10047 3.31352 -2.86586
H 2.29983 2.24723 -5.20776
H -0.08366 1.62475 -5.98232
H -1.61003 0.61363 -4.10271
N -1.74187 2.47663 3.35024
C -2.10948 3.73645 3.58724
C -1.92753 4.42056 2.37962
C -1.44994 3.48154 1.45574
N -1.31982 2.30489 2.08567
H -1.69778 1.64691 3.94703
H -2.44649 3.98860 4.58264
H -2.09953 5.44829 2.16114
H -1.18032 3.54239 0.41599

Values from the calculation:
**Expectation value of S²**: 2.041
**Multiplicity**: 3
**Kohn-Sham gap (alpha / beta)**: 7.865 / 5.968 eV
**Charge**: +3
**Energy above the lowest of the compared OMol25 structures with the same formula, charge and spin**: 292.8 kJ/mol
**Molecular weight**: 615.45 g mol⁻¹
**HOMO (alpha / beta)**: -16.077 / -16.721 eV

Entry 2:
This record from the Open Molecules 2025 dataset describes a structure of composition C12H15ClN5O8S2Ti at a distorted geometry. The level of theory is ωB97M-V/def2-TZVPD.

Cartesian coordinates (Å):
Ti -0.23088 1.08120 -1.18643
N -1.22535 -0.85128 -0.85509
C -2.66367 -0.69263 -1.06430
C -3.11951 0.67851 -0.87016
O -4.32202 0.98099 -0.69030
N -2.17228 1.59924 -0.88751
C -2.49771 2.87625 -0.30567
C -1.18373 3.49385 0.02055
O -1.05615 4.35528 0.89185
O -0.18041 3.02510 -0.67335
H -0.89581 -1.65766 -1.39249
H -1.11143 -1.04496 0.12790
H -3.30216 -1.36744 -0.44732
H -2.80003 -0.93919 -2.10540
H -3.10685 2.74936 0.59451
H -3.02550 3.58679 -1.01506
S 1.79374 0.00501 -2.32937
C 0.71446 -0.26069 -3.67226
S -0.76471 0.62757 -3.73478
C 0.97517 -1.25391 -4.63035
C -0.07588 -1.71951 -5.49568
N -0.91922 -2.22442 -6.11658
C 2.23597 -1.95918 -4.83501
N 3.22723 -2.51374 -5.04538
O -1.59547 -0.07197 2.71786
Cl -1.09692 -1.34034 3.14233
O -2.13092 -2.12990 3.74393
O -0.01482 -1.13939 4.07920
O -0.53564 -2.08199 2.01550
C 1.51760 1.62081 2.64591
N 2.20814 0.41472 2.18353
C 2.94062 -0.40897 3.17483
C 1.63881 -0.19760 1.09896
C 2.06914 -1.56313 0.54710
O 0.61253 0.36390 0.62787
H 2.23343 2.19215 3.24024
H 0.59356 1.32353 3.11303
H 1.28080 2.18624 1.75899
H 3.93376 -0.71129 2.76899
H 2.41827 -1.33330 3.44772
H 3.13043 0.10932 4.10087
H 3.03430 -1.51664 0.05263
H 1.32824 -1.97710 -0.10969
H 2.14089 -2.31359 1.36789

Values from the calculation:
**Expectation value of S²**: 0.753
**Multiplicity**: 2
**Kohn-Sham gap (alpha / beta)**: 6.836 / 7.437 eV
**Charge**: -2
**Energy above the lowest of the compared OMol25 structures with the same formula, charge and spin**: 0.0 kJ/mol
**Molecular weight**: 504.73 g mol⁻¹
**HOMO (alpha / beta)**: -2.371 / -2.973 eV

Entry 3:
This record from the Open Molecules 2025 dataset describes a structure of composition C37H32BrCaN9O10P2S at a distorted geometry. The level of theory is ωB97M-V/def2-TZVPD.

Cartesian coordinates (Å):
Ca 1.59015 -0.61987 0.86691
C -2.32468 3.48261 -1.09554
C -1.04006 3.26512 -0.35589
C -0.35486 4.29407 0.27932
C 0.84062 4.03874 0.92449
C 1.29388 2.73237 0.89751
Br 2.95313 2.27722 1.74017
N 0.66630 1.73818 0.32453
C -0.47788 1.99601 -0.29138
H -2.71307 4.48632 -0.92053
H -3.08200 2.76327 -0.78371
H -2.18614 3.35991 -2.16975
H -0.75174 5.30243 0.26049
H 1.40884 4.81474 1.41036
H -0.97475 1.13777 -0.73342
O 4.87919 -1.97548 3.10915
P 4.16093 -2.70554 1.88722
O 5.04126 -3.72575 1.29788
O 3.54396 -1.62614 1.00381
O 2.87794 -3.43224 2.63302
P 1.68541 -2.47163 3.16495
O 0.96956 -3.41110 4.23637
O 2.32974 -1.24843 3.72805
O 0.73292 -2.26301 2.01409
H 4.18480 -1.45741 3.57357
H 0.12718 -2.98685 4.46610
C 0.17569 1.82652 -6.17825
C 0.42173 0.53046 -6.61451
C 0.71687 -0.46754 -5.69814
C 0.73586 -0.14555 -4.34925
C 0.47141 1.13501 -3.89694
C 0.21394 2.13305 -4.82435
N 0.97234 -1.14787 -3.32237
N 1.93656 -1.88104 -3.59636
C 2.28968 -2.82752 -2.54588
C 3.41769 -3.59370 -2.81786
C 3.79077 -4.54629 -1.88558
C 3.01258 -4.70422 -0.75091
C 1.90552 -3.88106 -0.58114
N 1.55280 -2.94250 -1.45395
H -0.04436 2.60251 -6.90109
H 0.39574 0.29592 -7.67205
H 0.93356 -1.47972 -6.00844
H 0.51380 1.34525 -2.84009
H 0.06184 3.14480 -4.47516
H 3.97399 -3.40840 -3.72608
H 4.68531 -5.13866 -2.02822
H 3.28051 -5.39916 0.02667
H 1.29681 -3.94268 0.31069
C -4.50990 4.69534 4.78958
C -3.65535 3.54585 4.33428
C -3.68722 3.11693 3.01367
C -2.91853 2.04417 2.58978
C -2.09999 1.38439 3.48965
C -2.05646 1.79640 4.81427
C -2.82906 2.87002 5.22681
S -1.06381 0.02794 2.95799
O 0.24769 0.61187 2.75998
O -1.16135 -0.94962 4.03276
N -1.56496 -0.39859 1.54591
C -2.57520 -1.31192 1.39477
C -3.53326 -1.67149 2.32446
C -4.53170 -2.61887 2.02594
C -4.60021 -3.22759 0.80397
C -3.64472 -2.88081 -0.18591
C -3.63516 -3.48524 -1.46683
C -2.69200 -3.11514 -2.37734
C -1.76127 -2.11640 -2.00954
N -1.74033 -1.53623 -0.84365
C -2.65519 -1.91769 0.08703
H -4.40237 5.55516 4.12547
H -4.23675 5.01341 5.79527
H -5.56811 4.42591 4.80273
H -4.31944 3.63124 2.30002
H -2.94453 1.70638 1.56308
H -1.41692 1.27685 5.51108
H -2.78808 3.18948 6.26182
H -3.50657 -1.24897 3.31837
H -5.25335 -2.86444 2.79782
H -5.35632 -3.96791 0.57279
H -4.37796 -4.24220 -1.69701
H -2.63790 -3.56617 -3.35990
H -0.99925 -1.79927 -2.71139
N 4.69971 -0.28643 -1.31786
C 3.70811 0.63743 -1.51291
O 2.54970 0.34098 -1.14906
C 4.04742 1.87867 -2.14472
C 5.36907 2.13186 -2.54709
N 6.46232 2.34228 -2.86601
C 3.09165 2.89177 -2.30105
N 2.31879 3.74343 -2.43434
H 5.65465 0.02975 -1.36934
H 4.48284 -0.95542 -0.58380

Values from the calculation:
**Kohn-Sham gap**: 6.646 eV
**Charge**: -2
**Energy above the lowest of the compared OMol25 structures with the same formula, charge and spin**: 0.0 kJ/mol
**Molecular weight**: 976.71 g mol⁻¹
**HOMO**: -2.943 eV

Entry 4:
This record from the Open Molecules 2025 dataset describes a cluster of 10 separate species, C10H40N20O10 in total at a distorted geometry. The level of theory is ωB97M-V/def2-TZVPD.

Cartesian coordinates (Å):
N 6.10844 -18.63607 25.72637
C 5.47270 -17.63381 25.10614
N 5.92692 -16.38330 25.33955
O 4.46070 -17.93980 24.45123
H 5.57036 -19.48441 25.76917
H 6.83313 -18.40302 26.38579
H 6.33513 -16.15351 26.23112
H 5.43510 -15.63879 24.86894
N 6.90678 -16.70300 21.81009
C 6.23928 -15.51752 21.72374
N 6.93640 -14.53324 22.37950
O 5.25546 -15.40208 20.99088
H 6.46726 -17.24052 21.06782
H 7.88236 -16.78148 22.02483
H 6.33396 -13.71961 22.36029
H 7.35229 -14.85237 23.23834
N 2.96094 -15.29685 23.12243
C 3.24137 -13.99059 23.47329
N 2.09037 -13.53778 24.08661
O 4.25684 -13.31362 23.39135
H 2.05059 -15.70844 23.12900
H 3.69138 -15.72657 22.56908
H 1.89677 -12.54948 24.05518
H 1.34495 -14.17249 24.28728
N 6.17289 -16.02535 17.70478
C 6.44289 -17.22608 18.22748
N 5.74174 -18.24815 17.66513
O 7.41702 -17.56215 18.92935
H 5.55435 -16.08269 16.91488
H 6.87361 -15.30583 17.75324
H 5.82914 -19.13831 18.13630
H 4.93355 -18.19786 17.06768
N 7.47852 -20.19872 20.30216
C 7.22615 -21.50812 19.98561
N 7.25090 -22.32920 21.05559
O 6.90658 -21.80457 18.84585
H 7.60498 -19.49561 19.59305
H 7.48956 -19.88701 21.25678
H 6.99152 -23.29677 20.97670
H 7.27847 -21.98080 21.99614
N 1.29885 -15.11139 17.22029
C 1.51015 -15.79956 18.36434
N 2.19663 -15.08902 19.30116
O 1.30552 -16.99032 18.52918
H 1.15486 -15.60567 16.35892
H 1.50389 -14.12984 17.24123
H 2.53167 -15.62933 20.08055
H 2.44287 -14.11780 19.26139
N 4.85729 -19.44562 22.13103
C 4.35001 -19.27918 20.87449
N 4.27669 -17.98339 20.48874
O 3.95291 -20.18631 20.15026
H 5.13374 -18.65550 22.68536
H 4.97263 -20.39097 22.44735
H 3.71889 -17.89803 19.65176
H 4.51489 -17.17029 21.03870
N 11.39238 -14.21156 26.94081
C 10.08940 -14.55807 26.77498
N 9.85844 -15.17364 25.61660
O 9.23320 -14.30914 27.62649
H 12.19543 -14.15574 26.34538
H 11.48444 -13.92238 27.90501
H 10.63614 -15.27978 24.99191
H 8.96542 -15.60905 25.46406
N 9.01367 -12.11272 20.96180
C 9.94103 -11.39452 20.24572
N 11.04625 -11.15169 20.98209
O 9.72623 -11.01116 19.11222
H 9.16342 -12.14376 21.95118
H 8.24785 -12.51470 20.45205
H 11.79070 -10.61735 20.57007
H 11.10270 -11.49549 21.91998
N 4.09182 -11.96620 20.33209
C 5.08069 -11.10944 20.67037
N 5.74288 -11.46679 21.78043
O 5.41109 -10.17112 19.94965
H 3.65984 -12.51002 21.05998
H 3.63615 -11.75373 19.46230
H 6.54287 -11.01918 22.18825
H 5.32079 -12.15670 22.39079

Values from the calculation:
**SMILES**: NC(N)=O.NC(N)=O.NC(N)=O.NC(N)=O.NC(N)=O.NC(N)=O.NC(N)=O.NC(N)=O.NC(N)=O.NC(N)=O
**Kohn-Sham gap**: 8.675 eV
**Energy above the lowest of the compared OMol25 structures with the same formula, charge and spin**: 280.6 kJ/mol
**Molecular weight**: 600.56 g mol⁻¹
**HOMO**: -9.056 eV

- molecular weight of number 2 (C12H15ClN5O8S2Ti)?
  504.73 g mol⁻¹